[1]
This record from the Open Molecules 2025 dataset describes a cluster of 2 separate species, C2H4N2 in total in a non-equilibrium geometry. The level of theory is ωB97M-V/def2-TZVPD.

The highest occupied orbital energy (alpha / beta) is -0.3642 / -0.3513 Ha. The lowest unoccupied orbital energy (alpha / beta) comes out at -0.0413 / -0.0580 Eh. As for the energy relative to the best compared isomer or geometry (same formula, charge and spin): 89.9 kcal per mole. Its largest force on an atom is 4.205 eV Å⁻¹. The energy is -187.97510 Eh. As for the total charge: 0.

The geometry in XYZ format:
```
8
C2H4N2, DFT ωB97M-V/def2-TZVPD
C 1.654 -0.158 0.029
C -1.238 0.347 0.257
N 2.540 0.434 0.394
N 0.596 -0.888 -0.261
H -1.039 0.866 1.206
H -1.478 0.904 -0.704
H -1.375 -0.696 0.342
H 0.340 -0.810 -1.263
```



[2]
This record from the Open Molecules 2025 dataset describes a structure of composition C8H12BaCl4N4O2 in a non-equilibrium geometry. The level of theory is ωB97M-V/def2-TZVPD.

The highest occupied orbital energy is -0.1828 Ha. The lowest unoccupied orbital energy comes out at -0.0465 Eh. As for the energy relative to the best compared isomer or geometry (same formula, charge and spin): 33.6 kcal per mole. Its largest force on an atom is 4.412 eV Å⁻¹. The energy is -2547.77980 Eh. As for the total charge: 0.

The geometry in XYZ format:
```
31
C8H12BaCl4N4O2, DFT ωB97M-V/def2-TZVPD
Ba 12.628 5.867 8.203
N 13.556 5.105 10.796
C 14.679 5.911 11.219
C 15.831 5.876 10.187
N 15.333 6.698 9.042
H 12.785 5.093 11.508
H 13.791 4.100 10.633
H 15.063 5.628 12.206
H 14.271 6.878 11.334
H 16.059 4.819 10.026
H 16.659 6.364 10.633
H 15.768 6.494 8.091
H 15.475 7.683 9.324
Cl 5.570 8.049 8.876
C 6.873 7.219 8.247
C 6.724 5.993 7.516
Cl 5.292 5.417 6.951
C 7.927 5.261 7.325
Cl 7.823 3.682 6.688
C 9.204 5.656 7.848
O 10.214 4.914 7.954
C 9.327 7.054 8.122
O 10.499 7.558 8.243
C 8.134 7.843 8.335
Cl 8.302 9.530 8.489
N 13.203 4.699 5.849
N 12.074 5.492 5.346
H 14.123 4.927 5.457
H 13.172 3.694 5.940
H 11.195 4.925 5.273
H 12.330 5.930 4.479
```



[3]
This record from the Open Molecules 2025 dataset describes the molecule C4H8N2 in a non-equilibrium geometry. The level of theory is ωB97M-V/def2-TZVPD.

The highest occupied orbital energy is -0.2689 Ha. The lowest unoccupied orbital energy comes out at 0.0150 Eh. As for the energy relative to the best compared isomer or geometry (same formula, charge and spin): 84.5 kcal per mole. Its largest force on an atom is 3.696 eV Å⁻¹. The energy is -266.58735 Eh. As for the total charge: 0.

The geometry in XYZ format:
```
14
C4H8N2, DFT ωB97M-V/def2-TZVPD
C 0.874 0.472 -1.189
N 0.088 0.472 0.037
C 0.747 -0.126 1.186
C -1.368 0.150 -0.170
C -1.790 -1.033 0.319
N -2.145 -1.990 0.845
H 1.849 0.925 -0.988
H 0.337 1.023 -1.966
H 0.997 -0.573 -1.498
H 0.862 -1.199 0.990
H 0.116 0.013 2.065
H 1.729 0.327 1.343
H -1.708 0.162 -1.204
H -0.443 1.437 0.129
```



[4]
This record from the Open Molecules 2025 dataset describes the molecule C2H7N3 in a non-equilibrium geometry. The level of theory is ωB97M-V/def2-TZVPD.

The highest occupied orbital energy is -0.3235 Ha. The lowest unoccupied orbital energy comes out at 0.0427 Eh. As for the energy relative to the best compared isomer or geometry (same formula, charge and spin): 33.3 kcal per mole. Its largest force on an atom is 1.098 eV Å⁻¹. The energy is -244.62236 Eh. As for the SMILES: C/N=C/NN. As for the total charge: 0.

The geometry in XYZ format:
```
12
C2H7N3, DFT ωB97M-V/def2-TZVPD
C 2.361 0.256 0.021
C 0.088 0.138 -0.103
H 3.020 -0.128 -0.758
H 2.894 0.125 0.973
H 2.163 1.318 -0.140
H 0.021 1.245 -0.222
H -1.173 -1.386 0.210
H -3.022 0.168 -0.576
H -2.630 0.314 1.017
N 1.140 -0.524 0.076
N -1.159 -0.448 -0.146
N -2.261 0.397 0.068
```



[5]
This record from the Open Molecules 2025 dataset describes the molecule C6H10S in a non-equilibrium geometry. The level of theory is ωB97M-V/def2-TZVPD.

The highest occupied orbital energy is -0.2548 Ha. The lowest unoccupied orbital energy comes out at 0.0255 Eh. As for the energy relative to the best compared isomer or geometry (same formula, charge and spin): 115.1 kcal per mole. Its largest force on an atom is 4.759 eV Å⁻¹. The energy is -632.62600 Eh. As for the total charge: 0.

The geometry in XYZ format:
```
17
C6H10S, DFT ωB97M-V/def2-TZVPD
C 2.104 0.977 -0.142
C 0.496 -1.343 -0.282
C 0.702 1.503 -0.288
C -0.355 0.797 0.516
C -0.574 -0.640 0.077
C -1.960 -1.083 -0.065
S 2.222 -0.704 0.027
H 2.957 1.166 -0.797
H 0.247 -2.458 -0.606
H 0.612 2.524 -0.103
H 0.453 1.444 -1.278
H -0.258 0.870 1.695
H -1.292 1.222 0.328
H -2.540 -0.896 0.769
H -2.045 -1.963 -0.505
H -2.504 -0.503 -0.788
H 1.735 -0.914 1.442
```



[6]
This record from the Open Molecules 2025 dataset describes a cluster of 2 separate species, C3H8N2 in total in a non-equilibrium geometry. The level of theory is ωB97M-V/def2-TZVPD.

The highest occupied orbital energy is -0.3298 Ha. The lowest unoccupied orbital energy comes out at 0.0294 Eh. As for the energy relative to the best compared isomer or geometry (same formula, charge and spin): 79.2 kcal per mole. Its largest force on an atom is 2.801 eV Å⁻¹. The energy is -228.52239 Eh. As for the SMILES: [H]/N=C\C.C=N. As for the total charge: 0.

The geometry in XYZ format:
```
13
C3H8N2, DFT ωB97M-V/def2-TZVPD
C 0.824 -0.124 0.726
C 1.762 0.236 -0.373
N -0.186 0.585 1.112
C -1.785 -0.427 0.137
N -1.997 0.228 -0.943
H -0.293 1.463 0.605
H -1.800 -0.308 -1.789
H -1.165 -1.376 0.146
H 1.081 -0.983 1.342
H -2.451 -0.304 0.984
H 2.678 0.660 0.041
H 2.024 -0.639 -0.964
H 1.308 0.989 -1.023
```



[7]
This record from the Open Molecules 2025 dataset describes the molecule C5H11N. The level of theory is ωB97M-V/def2-TZVPD.

The highest occupied orbital energy is -0.3347 Ha. The lowest unoccupied orbital energy comes out at 0.0446 Eh. As for the energy relative to the best compared isomer or geometry (same formula, charge and spin): 28.1 kcal per mole. Its largest force on an atom is 0.278 eV Å⁻¹. The energy is -251.81778 Eh. As for the SMILES: CC[C@H]1CN1C. As for the total charge: 0.

The geometry in XYZ format:
```
17
C5H11N, DFT ωB97M-V/def2-TZVPD
C -0.484 2.164 -1.137
C 0.416 0.941 -0.976
C -0.145 -0.050 0.022
C -0.521 -1.446 -0.329
N 0.694 -1.163 0.412
C 0.668 -1.501 1.822
H -1.487 1.877 -1.471
H -0.590 2.695 -0.183
H -0.072 2.870 -1.866
H 0.560 0.446 -1.944
H 1.411 1.253 -0.634
H -0.739 0.397 0.826
H -0.381 -1.805 -1.347
H -1.351 -1.903 0.212
H 1.349 -0.836 2.366
H 1.009 -2.532 1.957
H -0.337 -1.405 2.270
```



[8]
This record from the Open Molecules 2025 dataset describes a cluster of 3 separate species, C21H37Cl3FN5O8 in total. The level of theory is ωB97M-V/def2-TZVPD.

The highest occupied orbital energy is -0.3406 Ha. The lowest unoccupied orbital energy comes out at 0.0125 Eh. Its largest force on an atom is 0.293 eV Å⁻¹. The energy is -3178.55465 Eh. As for the SMILES: [H]/N=C(/C)C[C@](F)(OCCl)[C@H](CN)O[C@H](CC(N)(N)N)/C(Cl)=C(/C)Cl.C[C@@H]1COC(=O)O1.C[C@@H]1COC(=O)O1. As for the total charge: 0.

The geometry in XYZ format:
```
75
C21H37Cl3FN5O8, DFT ωB97M-V/def2-TZVPD
C 1.473 -1.728 1.272
C 2.040 -0.478 0.652
N 2.010 -0.361 -0.607
C 2.671 0.566 1.570
C 1.842 1.831 1.799
F 1.703 2.457 0.564
O 2.458 2.746 2.661
C 3.751 3.151 2.370
Cl 4.995 2.177 3.234
C 0.443 1.656 2.394
C 0.467 0.986 3.775
N -0.265 1.788 4.757
O -0.314 0.933 1.459
C -1.674 1.316 1.290
C -2.547 0.064 1.251
C -3.743 0.025 2.239
N -4.813 0.867 1.690
N -4.252 -1.334 2.325
N -3.413 0.458 3.598
C -1.801 2.159 0.051
Cl -1.166 1.422 -1.387
C -2.358 3.356 -0.046
C -2.504 4.170 -1.292
Cl -2.991 4.132 1.393
H 1.769 -1.856 2.314
H 1.794 -2.600 0.702
H 0.386 -1.695 1.222
H 2.399 0.538 -0.895
H 3.611 0.873 1.105
H 2.924 0.145 2.542
H 3.865 4.170 2.723
H 3.977 3.079 1.308
H 0.064 2.680 2.515
H 1.497 0.892 4.125
H 0.069 -0.030 3.647
H -1.130 2.142 4.363
H -0.514 1.247 5.576
H -1.968 1.959 2.123
H -2.986 -0.040 0.255
H -1.901 -0.801 1.407
H -4.911 1.734 2.208
H -5.681 0.358 1.826
H -4.131 -1.785 1.423
H -3.707 -1.882 2.981
H -3.387 1.468 3.665
H -2.502 0.113 3.888
H -2.806 3.534 -2.124
H -1.552 4.638 -1.558
H -3.246 4.953 -1.155
C 4.364 -1.028 -2.805
C 5.109 -1.404 -4.056
C 4.252 -1.733 -5.265
O 5.049 -2.696 -5.960
C 5.863 -3.300 -5.059
O 6.522 -4.263 -5.283
O 5.815 -2.649 -3.876
H 5.046 -0.953 -1.959
H 3.877 -0.062 -2.942
H 3.598 -1.764 -2.565
H 5.857 -0.649 -4.319
H 4.057 -0.890 -5.922
H 3.311 -2.202 -4.967
C -2.286 -1.663 -3.534
C -2.562 -2.770 -2.554
C -3.955 -2.803 -1.950
O -3.714 -3.347 -0.646
C -2.431 -3.074 -0.309
O -1.980 -3.197 0.786
O -1.754 -2.603 -1.372
H -1.228 -1.641 -3.792
H -2.860 -1.826 -4.447
H -2.559 -0.696 -3.109
H -2.311 -3.747 -2.977
H -4.663 -3.436 -2.477
H -4.363 -1.795 -1.836
```